No. 1
A structure of composition C27H16Cl3F3NOPdSb in a non-equilibrium geometry. Source: the OMol25 dataset; level of theory: wB97M-V/def2-TZVPD.

Cartesian coordinates (Å):
Sb 0.5629 -0.4740 -0.6354
Pd -0.4091 1.8302 1.3417
Cl -0.2544 -3.3393 1.1571
Cl 1.3951 2.6944 2.3556
Cl -1.2678 -2.7191 6.3927
F -1.7079 5.2701 -1.2028
F -2.8852 -2.4088 -5.3390
F 6.0950 -1.1461 -3.1700
O -0.8416 -0.4735 0.9939
N -1.1676 1.2476 3.1164
C -1.6714 -2.1977 -1.9697
C -1.4182 1.7094 -0.8862
C 4.9216 -1.0055 -2.5857
C -0.6827 -2.3260 2.4779
C -1.7394 1.5970 5.3997
C -1.0861 -0.1188 3.3356
C -1.0964 -2.0416 4.8269
C -1.1543 4.0761 -1.1084
C -1.4696 2.0616 4.1080
C -0.4297 -0.6763 -3.3913
C -2.4268 -2.5985 -3.0579
C 4.7636 0.0127 -1.6501
C 2.6785 -1.7479 -2.2992
C 3.5407 0.1506 -1.0293
C -1.2825 -0.6436 4.6304
C 0.7929 2.6885 -1.0010
C -1.9946 2.9615 -0.9473
C -2.1652 -2.0292 -4.2954
C -0.6782 -1.2410 -2.1386
C -0.0141 1.5445 -0.8982
C -1.1769 -1.0733 -4.4813
C 3.9035 -1.8923 -2.9159
C 2.4912 -0.6905 -1.4082
C -0.7726 -2.8579 3.7762
C -0.8577 -0.9950 2.2218
C -1.6304 0.2518 5.6665
C 0.2242 3.9575 -1.1463
H -0.6112 -3.9119 3.9412
H 1.8754 -2.4280 -2.5447
H -1.4831 3.1208 3.8804
H 0.3456 0.0692 -3.5316
H 4.0867 -2.6767 -3.6335
H 5.5948 0.6615 -1.4200
H -1.8042 -0.1264 6.6621
H -2.0017 2.3027 6.1719
H -3.0683 3.0935 -0.9332
H 3.4220 0.8968 -0.2530
H 1.8730 2.6030 -0.9977
H -2.0678 0.8370 -0.8938
H -1.0059 -0.6616 -5.4631
H -3.2052 -3.3406 -2.9649
H -1.8765 -2.6362 -0.9994
H 0.8378 4.8393 -1.2638

As for the spin multiplicity: 1. The net charge is +2. Its electronic energy is -87515.8964 eV. The calculation puts the molar mass at 762.0 g mol⁻¹. For the LUMO energy, the calculation gives -0.3158 Ha. The calculation puts the HOMO-LUMO gap at 5.72 eV. The value obtained for the energy above the lowest of the compared OMol25 structures with the same formula, charge and spin is 189.83 kJ/mol.

***

No. 2
A structure of composition C27H16F12NO6SSn. Source: the OMol25 dataset; level of theory: wB97M-V/def2-TZVPD.

Cartesian coordinates (Å):
Sn 0.7118 -1.5228 -0.4074
S 2.0721 -4.6746 -2.1120
F 2.1367 -2.5948 2.8554
F 3.9637 1.0994 1.6650
F -2.5112 0.7270 -3.8062
F 2.2595 -1.2821 4.5637
F 0.4076 2.0917 -3.6513
F 0.4069 -1.4615 3.4716
F -0.6679 -0.3146 -4.2013
F 4.3351 -1.0224 1.8346
F 4.2199 0.1872 3.6037
F -2.0573 -1.1209 -2.7698
F -1.3979 2.9665 -2.8380
F 0.3728 2.8030 -1.6177
O -0.9852 -1.8538 0.7724
O 0.3169 0.0189 -1.7731
O -2.2665 -1.2258 0.9364
O 3.3592 -3.6194 -2.2141
O 4.2580 -2.0685 -3.5637
O 1.8873 -0.6642 1.0829
N -0.0382 1.2881 0.7862
C -0.7881 0.7627 -2.0529
C -1.7406 0.9029 -0.8634
C -3.0562 1.1241 -0.9315
C 1.3813 -4.1208 -3.5995
C -3.4618 0.7138 1.4283
C -0.3450 2.1702 -2.5422
C 2.1249 -0.2445 2.3426
C 1.3820 1.0116 2.8269
C 1.7018 1.5584 4.0695
C 1.0106 2.6167 4.6421
C 3.6735 0.0023 2.3791
C -5.2756 1.7905 0.0934
C 1.7870 -2.4690 -5.3153
C -2.0982 0.0863 1.4657
C 1.4372 3.1842 5.9687
C -0.4115 2.6167 2.7096
C 2.1536 -3.1058 -4.1357
C -1.5141 0.0204 -3.2226
C -3.9125 1.1917 0.2675
C 3.3593 -2.8234 -3.3441
C -0.1523 -3.8942 -5.3970
C -1.1799 0.8117 0.5146
C 1.7369 -1.4071 3.3213
C 0.3086 1.5704 2.1254
C -0.0729 3.1320 3.9451
C 0.2059 -4.5312 -4.2248
C 0.6270 -2.8688 -5.9459
H 2.4048 -1.6689 -5.7006
H 0.3081 -2.3826 -6.8574
H -5.8086 1.8431 1.0420
H -5.8715 1.1966 -0.6041
H -4.0749 0.7196 2.3212
H -3.5417 1.2711 -1.8874
H -0.6534 3.9472 4.3631
H -1.6644 0.0478 2.4679
H 0.6112 3.6998 6.4605
H -5.2063 2.7979 -0.3233
H 1.7930 2.3997 6.6376
H 2.2505 3.9040 5.8487
H 2.5108 1.1218 4.6361
H -1.0671 -4.1876 -5.8958
H -0.4184 -5.3043 -3.7981
H -1.2364 3.0367 2.1474

As for the spin multiplicity: 1. The net charge is -1. Its electronic energy is -91311.6755 eV. The calculation puts the molar mass at 829.2 g mol⁻¹. For the LUMO energy, the calculation gives 0.0881 Ha. The calculation puts the HOMO-LUMO gap at 7.60 eV.

***

No. 3
A structure of composition C27H16F5N4O5Ti. Source: the OMol25 dataset; level of theory: wB97M-V/def2-TZVPD.

Cartesian coordinates (Å):
Ti -0.4088 -0.1003 1.1526
F -4.7216 -3.8243 -1.6593
F -4.9127 -3.5354 1.0374
F -3.0939 -2.1328 2.3839
F -0.8263 -1.2090 -1.6401
F -2.6436 -2.6672 -2.9928
O -0.6961 -0.4469 2.9808
O -1.9203 -0.7836 4.8404
O 0.5783 1.6726 1.7220
O -1.1376 1.0216 -0.2173
O -2.6830 2.1892 -1.3477
N 1.5113 -0.0118 0.2528
N 1.9948 1.2448 -0.0157
N -1.7558 -0.1048 3.8206
N 0.5760 -2.1328 1.2134
C 3.0137 5.3242 -0.1822
C -2.9825 -2.1636 1.0356
C 0.6286 -4.4384 1.7636
C 0.0923 -3.1648 1.8947
C -2.3144 1.3119 2.0526
C -1.9544 -1.4939 0.4038
C 2.1443 -1.0423 -0.1713
C -2.7776 0.5709 3.1180
C 2.2855 6.2260 0.5832
C -1.8743 -1.7274 -0.9561
C -4.1422 0.3491 3.2713
C -3.9257 -2.9327 0.3697
C -2.3090 1.6578 -0.3391
C -3.8295 -3.0893 -1.0017
C 1.7391 3.5104 0.7454
C -3.1015 1.5206 0.9380
C -4.4629 1.2785 1.0330
C 2.1894 -3.5509 0.1788
C 2.7421 3.9703 -0.1049
C -2.7773 -2.4902 -1.6770
C 1.2856 5.7717 1.4302
C 1.0142 4.4158 1.5152
C 1.4156 2.0682 0.8282
C 1.6747 -4.6332 0.8813
C 1.6199 -2.3063 0.3855
C 3.3549 -0.9960 -1.0345
C -4.9696 0.7597 2.2314
H 3.2958 3.2594 -0.7018
H 0.7171 6.4749 2.0245
H -0.7367 -2.9495 2.5562
H 3.3210 -1.7915 -1.7783
H -1.2884 1.6624 2.0615
H 3.4210 -0.0298 -1.5252
H 2.4989 7.2850 0.5175
H -5.1066 1.4165 0.1751
H -6.0297 0.5542 2.3051
H 2.1003 -5.6183 0.7449
H 3.0205 -3.6717 -0.4996
H -4.5216 -0.2153 4.1102
H 0.2159 -5.2516 2.3425
H 3.7933 5.6812 -0.8423
H 0.2440 4.0449 2.1770
H 4.2529 -1.1391 -0.4281

As for the spin multiplicity: 2. Its electronic energy is -81157.5474 eV. The calculation puts the molar mass at 619.3 g mol⁻¹. For the LUMO energy (alpha / beta), the calculation gives -0.0611 / -0.0610 Ha. The calculation puts the HOMO-LUMO gap (alpha / beta) at 6.17 / 7.24 eV. The value obtained for the energy above the lowest of the compared OMol25 structures with the same formula, charge and spin is 152.20 kJ/mol.

***

No. 4
A structure of composition C27H18LuN7O5S in a non-equilibrium geometry. Source: the OMol25 dataset; level of theory: wB97M-V/def2-TZVPD.

Cartesian coordinates (Å):
Lu -0.0023 -0.0175 0.1956
S -1.1930 -2.8894 9.1387
O -4.0135 1.0468 0.0505
O -1.5720 -3.6374 7.9629
O 1.0381 -4.0052 0.0716
O -0.0029 -3.3545 9.8181
O -2.2828 -2.4190 9.9656
N 0.0678 -0.0092 2.3903
N 2.1687 -0.6164 -0.0994
N -0.7005 -1.0934 7.1767
N -0.6173 2.1667 -0.1201
N -0.0805 -0.4188 9.3307
N -2.0366 -0.1513 -0.2266
N -0.1501 -2.0381 -0.2927
C 3.3180 0.0681 -0.0478
C -4.1724 -3.1946 0.0112
C 0.0665 3.3181 -0.0883
C 3.4473 -2.6413 -0.0323
C -1.9666 2.2275 -0.0818
C -2.6417 3.4447 -0.0214
C -2.8008 0.9432 -0.0770
C 0.2631 0.7726 8.8588
C 2.2305 -1.9665 -0.0925
C -0.5358 4.5605 -0.0241
C -2.4907 -1.4797 -0.1653
C -3.8271 -1.8557 -0.0631
C -0.0832 -0.0231 6.6484
C -1.4793 -2.4914 -0.1933
C 0.3861 0.9905 7.4964
C 4.5616 -0.5342 -0.0046
C -1.8543 -3.8285 -0.0980
C -0.0115 0.0059 5.2018
C 4.6281 -1.9244 0.0061
C -0.3701 -1.1386 4.4631
C -0.3362 -1.1005 3.0932
C -3.1920 -4.1738 0.0022
C -0.5776 -1.2647 8.4607
C 0.3919 1.0936 3.1048
C 0.3498 1.1513 4.4736
C -1.9262 4.6265 0.0075
C 0.9424 -2.7973 -0.0973
H -3.7207 3.4070 -0.0030
H -3.4629 -5.2160 0.0843
H 1.1517 3.2332 -0.1171
H 0.7063 1.9692 2.5325
H -5.2148 -3.4680 0.0862
H 0.5019 1.5383 9.5873
H -4.5757 -1.0817 -0.0221
H 0.8552 1.8850 7.1210
H -0.6370 -1.9669 2.5026
H 3.2307 1.1527 -0.0367
H -1.0814 -4.5796 -0.0868
H 5.5831 -2.4283 0.0425
H -2.4312 5.5808 0.0446
H 0.0691 5.4531 0.0032
H 3.4132 -3.7207 -0.0173
H 5.4534 0.0712 0.0290
H -0.6896 -2.0170 5.0056
H 0.5979 2.0728 4.9772

As for the spin multiplicity: 1. Its electronic energy is -93417.2036 eV. The calculation puts the molar mass at 727.5 g mol⁻¹. For the LUMO energy, the calculation gives -0.0636 Ha. The calculation puts the HOMO-LUMO gap at 5.50 eV. The value obtained for the energy above the lowest of the compared OMol25 structures with the same formula, charge and spin is 16.66 kJ/mol.

***

No. 5
A structure of composition C27H19CoN7O in a non-equilibrium geometry. Source: the OMol25 dataset; level of theory: wB97M-V/def2-TZVPD.

Cartesian coordinates (Å):
Co -0.3734 -0.4048 -0.3911
O -2.1527 -0.3379 -0.3572
N -0.2274 -0.9797 1.6330
N -0.5552 -2.4105 -0.7827
N 1.8968 -1.9644 1.2610
N 1.6681 1.0196 -2.3760
N -0.3723 1.4152 -1.2325
N -1.2814 -4.4370 -0.3789
N 1.3784 -0.4574 -0.5311
C 0.4243 -3.2988 -1.1175
C -1.3802 -1.5684 3.6465
C -1.3759 2.2794 -1.0400
C -1.5979 -3.1215 -0.3431
C 0.7917 -1.8337 1.9701
C 0.6837 -2.6350 3.1365
C -0.0151 -4.5617 -0.8652
C -5.2746 -2.9336 0.2641
C -0.6191 3.7550 -2.7584
C -3.9874 -3.4252 0.2263
C 3.4444 -1.4452 -0.5451
C 4.3651 -0.6140 -2.6512
C 2.0754 0.0212 -1.6292
C 5.5924 -2.1615 -1.2440
C 5.4767 -1.3939 -2.4110
C -3.1187 -1.1830 -0.1869
C -2.9030 -2.5897 -0.0506
C -1.5505 3.4356 -1.7622
C 3.3465 -0.6289 -1.7007
C 0.4337 2.9111 -2.9600
C -4.4526 -0.7127 -0.1374
C 0.5776 1.7395 -2.1759
C -5.5045 -1.5746 0.0472
C -1.2491 -0.8489 2.4826
C 2.2138 -1.3197 0.1632
C 4.5863 -2.2025 -0.3013
C -0.3929 -2.5110 3.9641
H 1.4840 -3.3306 3.3234
H -2.2231 -1.4030 4.2971
H -2.0006 -0.1226 2.2099
H 6.4933 -2.7311 -1.0850
H 6.2772 -1.4196 -3.1361
H -1.8808 -5.1976 -0.1037
H -2.0775 2.0111 -0.2618
H 4.6612 -2.7955 0.5962
H -0.7354 4.6505 -3.3465
H 1.3571 -2.9931 -1.5465
H -6.1019 -3.6018 0.4413
H -2.3914 4.0772 -1.5580
H 4.2683 -0.0168 -3.5443
H 0.4618 -5.5067 -1.0138
H -6.5152 -1.1989 0.0440
H -3.8205 -4.4773 0.3996
H 1.1978 3.1039 -3.6935
H -4.6139 0.3475 -0.2565
H -0.4786 -3.1152 4.8539

As for the spin multiplicity: 5. The net charge is +1. Its electronic energy is -78408.0114 eV. The calculation puts the molar mass at 516.4 g mol⁻¹. For the LUMO energy (alpha / beta), the calculation gives -0.1525 / -0.1729 Ha. The calculation puts the HOMO-LUMO gap (alpha / beta) at 6.57 / 5.94 eV. The value obtained for the energy above the lowest of the compared OMol25 structures with the same formula, charge and spin is 0.00 kJ/mol.

***

No. 6
A structure of composition C27H19CsN8O5S in a non-equilibrium geometry. Source: the OMol25 dataset; level of theory: wB97M-V/def2-TZVPD.

Cartesian coordinates (Å):
Cs -3.5221 -19.9444 -1.0342
S -4.4556 -13.8787 -1.5897
O -8.1011 -22.6137 -2.2602
O -5.6062 -18.6774 -2.6584
O -7.6053 -22.3029 -5.0478
O -6.0400 -20.8268 -0.8838
O -6.8385 -19.5153 -5.4276
N -2.2970 -15.2105 -1.6159
N -0.6621 -20.3050 2.7679
N 1.7653 -20.4694 -1.2916
N 0.1194 -20.3082 0.4932
N -0.1818 -20.0488 -2.6204
N -3.2954 -16.1440 -1.7179
N -1.9321 -18.4908 1.9523
N -5.6385 -16.2512 -1.8546
C -4.4894 -15.5893 -1.8027
C -7.3027 -21.5257 -4.1877
C 1.1100 -19.9410 -2.3813
C -1.8474 -19.6759 2.5927
C 0.1191 -18.6721 -4.5956
C 0.1948 -20.4982 1.8220
C -4.2724 -18.3333 2.5584
C -0.6422 -19.4445 -3.7275
C 1.3061 -20.5863 -0.0834
C -4.1722 -19.5631 3.2363
C -2.0239 -11.9334 -0.1979
C -7.3814 -21.7658 -2.7306
C 1.4830 -18.5719 -4.3355
C -2.7130 -14.0095 -1.4742
C 2.0925 -21.4996 3.4056
C 1.9801 -19.2098 -3.2296
C 3.4938 -21.6527 0.9627
C -1.8002 -12.8213 -1.4230
C 2.2161 -21.1480 1.0138
C 4.0296 -22.1570 2.1495
C -6.4777 -20.7992 -2.0643
C 1.5158 -21.0464 2.1991
C -3.1199 -17.8794 1.8953
C 3.3317 -22.1110 3.3467
C -2.9520 -20.2053 3.2727
C -6.1764 -19.7623 -3.0320
C -6.7605 -20.1258 -4.3554
H 1.5036 -21.3460 4.2863
H -0.2593 -18.2370 -5.5318
H -2.0379 -12.4870 0.7487
H -5.1973 -17.7515 2.5044
H -0.7815 -13.2464 -1.3687
H 2.1408 -18.0098 -4.9760
H 3.9914 -21.7536 -0.0060
H -1.2837 -11.1070 -0.1147
H -5.6459 -17.2548 -2.1328
H 3.8001 -22.4946 4.2443
H -3.0000 -11.4528 -0.3198
H -2.8815 -21.1540 3.7946
H -3.1186 -16.9560 1.3596
H -1.8794 -12.2031 -2.3422
H -1.6786 -19.6230 -3.9207
H 4.9761 -22.7084 2.1296
H 3.0340 -19.0430 -2.9791
H -6.4599 -15.7076 -2.0715
H -5.0459 -20.0209 3.6805

As for the spin multiplicity: 1. The net charge is -2. Its electronic energy is -61850.7512 eV. The calculation puts the molar mass at 700.5 g mol⁻¹. For the LUMO energy, the calculation gives 0.1320 Ha. The calculation puts the HOMO-LUMO gap at 4.97 eV. The value obtained for the energy above the lowest of the compared OMol25 structures with the same formula, charge and spin is 0.00 kJ/mol.

***

- What is the formula in the fourth record?
  C27H18LuN7O5S